1.
Entry from the OMol25 dataset: a structure of composition C14H19NO4RuSSi (ωB97M-V with the def2-TZVPD basis set).

Each line ends with the Mulliken charge.
CARTESIAN COORDINATES (ANGSTROEM)
1 Ru 0.1174 0.8141 -0.4067  0.70
2 S -0.1431 1.7916 2.1063  0.28
3 Si 0.1319 -4.2096 -0.8300  0.03
4 O 2.0573 1.2089 -0.4316  -0.61
5 O 3.5812 2.8273 -0.7889  -0.54
6 O -1.9162 1.1578 -0.5811  -0.69
7 O -3.4217 2.8009 -0.9666  -0.44
8 N 0.1110 2.6927 -0.9971  -0.33
9 C -2.1669 2.4135 -0.8427  0.64
10 C -1.1122 3.3278 -0.9908  0.29
11 C 1.4398 1.4581 2.9218  -0.85
12 C -1.2512 0.6243 2.9379  -0.92
13 C 0.0521 5.4274 -1.0141  -0.32
14 C 0.3594 -4.7289 -2.6208  -0.92
15 C 2.4487 2.4528 -0.7152  0.42
16 C 1.2635 3.3793 -0.9418  0.43
17 C -1.1332 4.7385 -1.0190  -0.60
18 C 1.2969 4.7429 -0.9604  -0.47
19 C 1.5133 -4.8234 0.2963  -0.96
20 C 0.1362 -1.1336 -0.4727  0.48
21 C 0.1207 -2.3534 -0.6772  -0.32
22 C -1.5327 -4.8246 -0.1698  -0.95
23 H -1.5524 -5.9140 -0.1954  0.31
24 H -1.6407 1.0906 3.8394  0.37
25 H -2.0645 0.3951 2.2533  0.32
26 H 1.5497 -5.9128 0.2815  0.32
27 H -4.0118 2.0424 -0.8599  0.39
28 H 2.2479 5.2536 -0.9280  0.53
29 H 1.3039 -4.3604 -3.0238  0.32
30 H 2.4777 -4.4387 -0.0407  0.33
31 H -2.0898 5.2427 -1.0154  0.50
32 H 1.3516 -4.4943 1.3231  0.31
33 H -1.6818 -4.4923 0.8581  0.31
34 H -0.7023 -0.2816 3.1809  0.31
35 H 0.3652 -5.8183 -2.6720  0.31
36 H 1.4958 2.0540 3.8294  0.37
37 H 1.5108 0.3986 3.1522  0.31
38 H -2.3488 -4.4422 -0.7846  0.32
39 H 0.0470 6.5086 -1.0223  0.46
40 H 2.2386 1.7433 2.2412  0.27
41 H -0.4485 -4.3586 -3.2525  0.32

Cartesian forces, eV/Å:
Ru 0.34 -1.21 0.56
S 0.07 -0.33 -0.19
Si -0.26 -1.20 0.26
O -0.86 -0.82 0.17
O -0.16 -0.36 0.23
O 0.67 -0.06 0.05
O 0.02 0.10 -0.07
N -0.39 0.90 -0.32
C -0.04 0.10 -0.05
C 0.14 0.01 0.07
C -0.14 0.04 -0.03
C 0.12 0.11 -0.04
C -0.01 -0.02 -0.05
C 0.08 0.41 0.32
C 0.05 1.23 -0.58
C 0.47 -0.02 0.30
C -0.11 0.00 -0.08
C -0.06 -0.24 -0.11
C -0.17 0.40 -0.39
C -0.06 0.84 0.05
C 0.04 0.04 -0.02
C 0.46 0.49 -0.26
H 0.00 -0.03 0.00
H 0.00 -0.02 0.02
H -0.02 0.03 0.01
H -0.02 -0.02 -0.02
H -0.05 -0.08 0.05
H -0.01 0.03 0.01
H 0.00 -0.04 -0.02
H 0.03 -0.06 0.06
H 0.04 0.06 0.00
H -0.01 -0.02 0.01
H -0.05 -0.05 0.01
H -0.04 -0.04 -0.03
H 0.00 -0.02 0.02
H 0.00 -0.03 0.02
H 0.06 -0.01 -0.03
H -0.06 -0.07 0.05
H -0.05 0.00 0.00
H -0.01 0.01 0.00
H -0.02 -0.02 0.01

## Properties
Charge   +1
<S²>   8.82
LUMO level (alpha / beta)   -3.90 / -6.22 eV
E_HOMO (alpha / beta)   -0.3724 / -0.4817 Eh
E   -45792.2227 eV
Multiplicity   6
Relative energy (zero: lowest compared OMol25 entry of this formula, charge and spin)   16.8 kJ/mol

---

2.
Entry from the OMol25 dataset: a structure of composition C14H19NTl (ωB97M-V with the def2-TZVPD basis set).

Each line ends with the Mulliken charge.
CARTESIAN COORDINATES (ANGSTROEM)
1 Tl -1.2242 -0.3144 -0.2687  1.17
2 N -3.1134 0.5354 0.0678  -0.82
3 C 3.7391 0.4865 1.8393  -1.61
4 C 2.3628 1.0877 2.1172  2.07
5 C -2.7888 -2.0593 -0.3553  0.23
6 C 1.9208 0.7588 3.5455  -1.58
7 C -2.1019 0.1640 -3.1055  -0.39
8 C 0.6602 -0.0482 0.3958  -1.09
9 C 0.2063 0.1845 -2.9430  -0.63
10 C -4.1012 -1.8479 -0.4679  -0.69
11 C 2.4099 2.6052 1.9266  -1.56
12 C -1.6309 -1.1712 -3.2889  -0.56
13 C -0.2071 -1.1582 -3.1876  -0.48
14 C -0.9624 1.0065 -2.8964  -0.65
15 C -1.8001 -2.9860 -0.3549  -0.63
16 C 1.4231 0.5060 1.1771  -0.20
17 H 4.0661 0.7272 0.8222  0.38
18 H -1.3378 -3.3400 0.5791  0.33
19 H 0.4447 -2.0226 -3.3193  0.35
20 H -0.9876 2.0900 -2.7877  0.38
21 H 1.2347 0.5274 -2.8450  0.43
22 H -3.1409 0.4840 -3.1602  0.30
23 H 2.6399 1.1691 4.2604  0.36
24 H 4.4734 0.8925 2.5425  0.37
25 H -2.2536 -2.0404 -3.4972  0.44
26 H 1.4292 3.0520 2.1159  0.38
27 H -2.9470 1.4867 0.4565  0.02
28 H -4.8036 -2.6681 -0.6265  0.27
29 H 3.7184 -0.6026 1.9533  0.38
30 H 2.7221 2.8636 0.9102  0.37
31 H -1.4699 -3.4610 -1.2907  0.24
32 H 0.9393 1.1953 3.7562  0.39
33 H 3.1272 3.0415 2.6277  0.36
34 H -4.5083 -0.8208 -0.3981  0.27
35 H 1.8617 -0.3233 3.6995  0.37

Cartesian forces, eV/Å:
Tl -2.13 2.04 -0.44
N 0.40 0.68 0.43
C 0.39 -0.06 0.05
C 0.23 0.12 0.08
C -2.50 -3.50 -0.26
C -0.04 -0.02 0.20
C 0.82 -0.31 -0.39
C 2.35 0.61 1.53
C -0.60 -0.25 -0.28
C 0.84 1.11 0.09
C 0.04 0.23 0.02
C 0.24 0.79 0.08
C -0.25 0.48 0.09
C -0.11 -0.77 -0.26
C -0.07 0.28 -0.03
C -1.25 -1.03 -1.25
H -0.07 -0.09 0.14
H -0.28 0.25 -0.38
H -0.12 0.24 0.11
H 0.02 -0.29 0.10
H -0.24 -0.08 0.06
H 0.32 -0.08 0.21
H 0.00 0.01 0.01
H 0.01 -0.01 -0.01
H 0.13 0.18 0.09
H 0.10 -0.07 -0.07
H 0.52 -0.48 -0.26
H 0.53 -0.17 0.31
H -0.02 0.16 -0.06
H -0.09 -0.06 0.11
H 0.18 0.70 0.37
H 0.11 -0.10 -0.05
H 0.00 0.02 0.00
H 0.56 -0.67 -0.28
H -0.02 0.14 -0.06

## Properties
Charge   -1
LUMO level   2.74 eV
E_HOMO   -0.1086 Eh
E   -21001.6452 eV
Multiplicity   1
Relative energy (zero: lowest compared OMol25 entry of this formula, charge and spin)   0.0 kJ/mol

---

3.
Entry from the OMol25 dataset: an isolated molecule of C14H20ClNO4 (ωB97M-V with the def2-TZVPD basis set).

Each line ends with the Mulliken charge.
CARTESIAN COORDINATES (ANGSTROEM)
1 Cl 1.5981 1.4481 1.3941  -0.19
2 O 2.7625 -1.2816 -2.4623  -0.37
3 O -4.0076 1.1833 1.8528  -0.55
4 O 0.6275 -1.9728 -2.4507  -0.47
5 O 4.6788 -0.3782 -1.7151  -0.50
6 N -3.7839 -0.0231 -0.1139  0.28
7 C 4.0146 1.8203 0.1919  -0.73
8 C 3.5161 -0.5611 -1.5635  0.01
9 C -0.6159 -2.1552 0.2529  -0.98
10 C -1.5293 -1.0268 -0.2567  -0.06
11 C -2.8730 -1.0188 0.4649  -1.27
12 C -3.6669 2.4661 -0.1220  -1.13
13 C 2.6720 -0.2856 -0.3605  -0.02
14 C -3.8481 1.1890 0.6595  0.55
15 C -5.1251 -0.5141 -0.4313  -1.05
16 C 1.5672 -1.5919 -1.8384  0.26
17 C 3.1043 0.6934 0.6967  0.51
18 C 5.4443 1.6854 0.7093  -1.27
19 C 0.7630 -1.6568 0.6801  -0.97
20 C 1.6660 -1.1698 -0.4008  0.49
21 H 6.0599 2.4972 0.3246  0.38
22 H -1.0427 -0.0595 -0.0918  0.23
23 H 0.6797 -0.9212 1.4780  0.46
24 H -0.5026 -2.9067 -0.5270  0.43
25 H -2.6485 2.8176 0.0590  0.25
26 H -3.7760 2.2936 -1.1892  0.34
27 H 3.5554 0.1876 1.5502  0.43
28 H -1.7138 -1.1353 -1.3248  0.28
29 H -4.3628 3.2248 0.2309  0.37
30 H -2.7209 -0.8212 1.5307  0.30
31 H 1.3103 -2.5037 1.1185  0.40
32 H -3.3281 -2.0097 0.3994  0.50
33 H 5.4717 1.7140 1.7999  0.36
34 H 4.0452 1.8189 -0.8968  0.37
35 H -5.5708 0.0947 -1.2210  0.27
36 H -5.7929 -0.5182 0.4379  0.37
37 H -1.0709 -2.6334 1.1235  0.55
38 H 5.8825 0.7508 0.3596  0.31
39 H -5.0387 -1.5235 -0.8258  0.39
40 H 3.5993 2.7836 0.4769  0.46

Cartesian forces, eV/Å:
Cl 0.10 0.01 0.02
O -0.01 -0.03 -0.08
O 0.19 0.02 0.01
O -0.11 -0.45 -0.07
O 0.22 0.32 -0.23
N 0.33 -0.03 0.09
C 0.38 0.03 -0.17
C -0.20 -0.32 0.25
C -0.04 0.29 -0.15
C -0.08 -0.10 0.16
C -0.11 -0.03 0.20
C -0.20 -0.13 -0.06
C 0.36 -0.20 0.09
C -0.12 0.01 -0.11
C 0.04 0.17 -0.21
C 0.17 0.36 0.05
C -0.47 0.20 0.09
C -0.10 -0.06 -0.10
C 0.05 -0.48 0.11
C -0.24 0.47 -0.07
H 0.02 0.04 0.05
H -0.03 0.04 -0.13
H 0.01 0.07 -0.10
H -0.08 -0.11 0.13
H -0.01 0.00 0.02
H -0.05 0.02 -0.02
H 0.05 -0.06 -0.07
H 0.10 0.10 -0.02
H 0.06 0.04 0.02
H -0.04 -0.06 0.02
H -0.03 0.02 0.03
H -0.02 0.01 -0.06
H 0.03 0.00 0.00
H -0.11 0.00 0.00
H -0.06 0.08 0.08
H 0.01 -0.09 0.01
H 0.02 -0.04 -0.01
H 0.03 -0.02 0.08
H -0.02 -0.02 0.01
H -0.05 -0.05 0.16

## Properties
LUMO level   -0.76 eV
E_HOMO   -0.3294 Eh
SMILES   CC[C@@H](Cl)C1=C(CCCCN(C)C(C)=O)C(=O)OC1=O
E   -37044.7461 eV
Multiplicity   1
Relative energy (zero: lowest compared OMol25 entry of this formula, charge and spin)   0.0 kJ/mol